Here is a single C4H2ClNO3S molecule in a non-equilibrium geometry from the OMol25 dataset. Energies are from ωB97M-V/def2-TZVPD.

Calculated values
Orbital gap (spin up / spin down) ... 0.2399 / 0.2525 Ha
Largest force on an atom ... 4.7 eV/Å
LUMO energy (spin up / spin down) ... -0.0982 / -0.0885 Eh

Last column: Mulliken charge in e.
Element x y z (Å)
1 C 1.19437 0.26104 -0.02713  -0.1466
2 C 1.15430 -1.13289 0.00575  -0.2521
3 C 0.05700 0.97777 -0.06037  -0.2491
4 C -1.52704 -0.92964 0.55743  0.0268
5 N -0.35827 2.26795 -0.03522  0.8828
6 O 0.10977 2.93281 -0.96148  -0.5199
7 O -1.16122 2.65501 0.79117  -0.5169
8 O -0.28808 -3.31178 -0.03175  -0.5564
9 S -0.32700 -1.90164 -0.37812  0.5304
10 Cl -3.06732 -0.84022 0.05220  0.0121
11 H 2.16588 0.75281 0.03623  0.3589
12 H 2.04760 -1.73122 0.05127  0.4300

Cartesian forces, eV/Å:
C 1.02 0.30 0.36
C -0.53 0.89 -0.41
C -2.43 -3.97 0.52
C 2.55 2.05 0.07
N 0.26 1.25 -0.29
O -0.08 0.27 0.09
O 0.01 -0.07 0.05
O -0.19 -0.91 0.09
S 0.40 0.53 -0.06
Cl -0.99 -0.04 -0.46
H -0.02 0.00 -0.03
H -0.02 -0.32 0.07

=====

Here is 2 unconnected molecules or ions with the total composition C4H13NO2 in a non-equilibrium geometry from the OMol25 dataset. Energies are from ωB97M-V/def2-TZVPD.

Calculated values
Orbital gap ... 0.3637 Ha
Largest force on an atom ... 1.4 eV/Å
Structure (SMILES) ... C[C@@H](O)CCN.O
LUMO energy ... 0.0237 Eh

Last column: Mulliken charge in e.
Element x y z (Å)
1 C 0.46315 -0.00848 -0.73038  -0.6801
2 C 1.92437 0.28449 -0.44850  0.3423
3 C 2.60837 0.88686 -1.69178  -1.3606
4 O 2.06058 1.08567 0.72608  -0.5635
5 C -0.16103 -0.84099 0.37440  -0.6205
6 N 0.33313 -2.22100 0.34497  -0.5521
7 H 0.44977 -0.64045 -1.63998  0.2763
8 H -0.09244 0.88530 -1.01042  0.4254
9 H 2.44420 -0.63251 -0.20959  0.3124
10 H 1.91757 1.32359 -2.41486  0.3088
11 H 3.40111 1.61996 -1.49064  0.4050
12 H 3.16740 0.08353 -2.17095  0.3390
13 H 1.94308 2.01079 0.49109  0.3225
14 H -1.25366 -0.80765 0.36680  0.3168
15 H 0.15018 -0.42096 1.34025  0.3035
16 H -0.16910 -2.74891 1.04365  0.2271
17 H 0.19507 -2.63362 -0.57504  0.1979
18 H -6.69400 0.29722 2.18452  0.3182
19 H -5.88186 1.37257 2.80776  0.3194
20 O -6.80588 1.10457 2.70262  -0.6376

Cartesian forces, eV/Å:
C 0.17 -1.26 -0.66
C 0.22 0.95 -0.32
C 0.60 -0.17 0.04
O 0.10 0.11 0.01
C -0.05 0.18 0.70
N 0.19 0.30 -0.26
H -0.06 0.24 0.10
H -0.03 0.21 0.36
H -0.07 -0.31 0.20
H -0.07 -0.03 0.09
H -0.38 0.00 0.41
H -0.23 -0.09 -0.37
H -0.06 0.01 -0.05
H -0.12 0.19 -0.28
H -0.11 0.02 -0.15
H 0.07 -0.31 -0.12
H -0.18 -0.05 0.30
H -0.36 0.02 0.04
H -0.28 0.23 0.17
O 0.64 -0.26 -0.21

=====

Here is 6 unconnected molecules or ions with the total composition C23H49Br10IO10P2S in a non-equilibrium geometry from the OMol25 dataset. Energies are from ωB97M-V/def2-TZVPD.

Calculated values
Orbital gap ... 0.3452 Ha
Largest force on an atom ... 7.3 eV/Å
Structure (SMILES) ... CCOP(=O)(CCO[P@](=O)(OCCCI)OCCCCS(=O)(=O)O)OCC.BrCCBr.BrCCBr.BrCCBr.BrCCBr.BrCCBr
LUMO energy ... 0.0024 Eh

Last column: Mulliken charge in e.
Element x y z (Å)
1 C -2.33937 -5.21766 -2.75818  -0.8394
2 C -2.54763 -4.35490 -4.15736  -0.1662
3 O -3.60994 -3.35741 -3.96788  -0.4085
4 P -3.00769 -1.72725 -3.93287  0.4609
5 O -1.48450 -1.57319 -3.54578  -0.3424
6 C -3.99906 -0.82773 -2.51754  -0.6166
7 C -3.56512 0.78307 -2.56918  0.1157
8 O -2.80866 1.22368 -1.38692  -0.3944
9 P -1.53004 2.33740 -1.79516  1.0154
10 O -1.82601 3.20155 -3.11696  -0.6994
11 O -0.04819 1.41406 -1.90255  -0.1494
12 C 0.86687 1.96464 -2.92069  -0.2465
13 C 2.18642 0.96779 -3.16196  -0.1035
14 C 1.91250 -0.12605 -4.39598  -0.5910
15 I 2.17424 0.73471 -6.39728  0.0104
16 O -1.36649 3.54371 -0.50142  -0.4698
17 C -1.29735 2.88400 0.81243  -0.4056
18 C 0.17280 3.32306 1.47619  0.4423
19 C 1.14033 1.99556 1.39803  -0.0305
20 C 2.57302 2.28753 2.15046  -0.5743
21 S 2.74417 1.31966 3.74536  1.0896
22 O 2.21788 2.24015 4.90167  -0.5124
23 O 4.26736 1.05087 3.94936  -0.6330
24 O 1.92742 -0.19035 3.69183  -0.3651
25 O -3.48018 -0.95375 -5.41850  -0.2027
26 C -2.33046 -0.63213 -6.27834  -0.2939
27 C -1.75304 0.90152 -6.10674  0.0594
28 H -2.83450 -4.68377 -1.81972  0.2518
29 H -2.90499 -6.26476 -2.84611  0.2793
30 H -1.20134 -5.50843 -2.55884  0.2263
31 H -2.97261 -5.14346 -4.94626  0.3030
32 H -1.55355 -3.94799 -4.62043  0.2153
33 H -3.71451 -1.33733 -1.49596  0.2937
34 H -5.14757 -0.87902 -2.75090  0.3138
35 H -3.00802 0.92098 -3.59262  -0.1372
36 H -4.57943 1.39765 -2.64020  0.2164
37 H 0.37295 2.07879 -3.99502  0.3100
38 H 1.32028 2.99567 -2.54170  0.2652
39 H 3.14855 1.57287 -3.50057  0.4043
40 H 2.42140 0.32460 -2.21112  -0.1352
41 H 2.73171 -0.97407 -4.25295  0.1741
42 H 0.85761 -0.66751 -4.28238  0.1553
43 H -2.10522 3.39729 1.51814  0.2685
44 H -1.43517 1.71550 0.77710  0.2900
45 H 0.63006 4.17933 0.79890  0.3395
46 H 0.05012 3.77385 2.55001  -0.5788
47 H 1.38872 1.73265 0.27064  -0.4140
48 H 0.54915 1.09876 1.87639  0.4202
49 H 2.66583 3.43991 2.34060  0.3409
50 H 3.42042 1.95881 1.40429  0.3225
51 H 2.23256 -0.77729 4.44838  0.1768
52 H -1.43570 -1.39430 -6.20899  0.2692
53 H -2.73263 -0.69966 -7.40039  0.1710
54 H -1.18115 1.26601 -7.06476  0.3513
55 H -0.96179 0.86110 -5.22996  -0.2872
56 H -2.56876 1.70158 -5.84919  -0.1058
57 Br 2.66578 -2.88709 -1.75981  -0.0976
58 C 4.49455 -2.60619 -2.37578  -0.6196
59 C 5.34004 -1.95977 -1.30288  -0.5750
60 Br 4.95445 -0.05316 -1.15345  -0.1165
61 H 4.43521 -2.01720 -3.29539  0.3158
62 H 4.87088 -3.60539 -2.61293  0.4117
63 H 6.40087 -2.01529 -1.56220  0.3584
64 H 5.18938 -2.39438 -0.31093  0.3817
65 Br 2.46832 -2.22451 6.65677  -0.1058
66 C 1.25157 -1.78095 8.11469  -0.4686
67 C 0.94302 -0.30176 8.13896  -0.5992
68 Br 2.42820 0.71693 8.88910  -0.1231
69 H 1.71299 -2.14339 9.03764  0.2970
70 H 0.34564 -2.36020 7.91459  0.3676
71 H 0.09557 -0.09534 8.79844  0.3615
72 H 0.73798 0.11516 7.14917  0.3480
73 Br -0.85604 6.30029 7.57775  -0.1650
74 C 0.47966 5.20286 6.67537  -0.5799
75 C 0.89904 5.82123 5.36177  -0.4957
76 Br -0.45564 5.54222 3.98582  -0.1199
77 H 0.05127 4.20242 6.56711  0.3227
78 H 1.32530 5.15842 7.36760  0.3815
79 H 1.79930 5.33465 4.97646  0.2537
80 H 1.07217 6.89899 5.42504  0.4099
81 Br 1.52731 -6.11241 7.62666  -0.1189
82 C 3.45692 -5.85758 7.74675  -0.4282
83 C 3.95681 -6.11698 9.14911  -0.5736
84 Br 3.54989 -4.61972 10.33183  -0.1341
85 H 3.66846 -4.84534 7.39073  0.1735
86 H 3.88301 -6.58113 7.04590  0.3463
87 H 5.04710 -6.19963 9.16077  0.3450
88 H 3.52376 -7.01108 9.60584  0.3724
89 Br -4.76765 0.42788 -8.65451  -0.1349
90 C -5.98440 0.87143 -7.19659  -0.3465
91 C -6.29295 2.35063 -7.17232  -0.5695
92 Br -4.80777 3.36932 -6.42218  -0.1136
93 H -5.52298 0.50899 -6.27364  0.0701
94 H -6.89033 0.29219 -7.39669  0.3872
95 H -7.14040 2.55704 -6.51284  0.3516
96 H -6.49799 2.76755 -8.16211  0.3804

Cartesian forces, eV/Å:
C -0.15 -0.80 0.11
C 0.16 -2.59 -0.35
O 2.26 2.78 -0.37
P 2.12 0.43 1.37
O -4.62 -0.77 -1.84
C -0.19 0.48 -0.41
C -1.54 -0.74 -1.75
O 2.44 1.56 -1.41
P -0.52 3.49 -3.52
O 1.14 -3.77 5.03
O -2.50 1.91 -0.32
C 2.39 0.59 -1.43
C -0.75 -0.65 -0.81
C 0.15 -1.23 2.46
I -0.18 -0.42 1.03
O -0.69 -4.76 -1.78
C 0.88 1.33 2.29
C -0.06 -0.88 -1.02
C -0.21 0.62 0.04
C -0.99 -0.51 -2.38
S 4.44 2.00 5.43
O 0.68 -3.54 -4.35
O -5.41 0.28 -1.28
O 0.96 2.14 -0.03
O 1.96 -1.43 2.52
C 1.15 1.03 -2.90
C 0.49 -0.41 0.87
H 1.34 -0.89 -2.11
H 1.15 2.35 0.06
H -2.48 0.97 -0.39
H 0.83 1.91 1.60
H -1.95 -0.41 1.27
H -0.62 0.97 -2.17
H 2.21 -0.09 0.68
H -0.80 0.16 2.23
H 2.34 -1.14 0.34
H 0.71 0.00 2.60
H -1.30 -2.04 -0.84
H -2.17 -1.01 1.00
H -0.53 1.38 -1.78
H -1.75 1.86 -0.65
H 2.17 1.40 -0.43
H 1.38 -1.37 -1.74
H 0.23 2.36 0.05
H -1.02 -1.74 1.30
H 0.35 -1.49 -2.23
H -0.72 0.50 2.38
H 1.40 1.66 -0.91
H -0.04 -2.47 0.39
H -1.43 0.40 2.00
H -0.02 1.15 -0.70
H -1.91 1.45 0.27
H 0.72 -0.07 2.73
H -1.21 -0.97 1.76
H -1.66 0.29 -1.68
H 1.44 -1.76 -0.50
Br 0.05 0.12 -0.11
C -0.09 -0.29 0.06
C 0.23 0.12 -0.04
Br 0.13 -0.15 0.14
H 0.10 -0.08 0.29
H 0.00 0.20 0.07
H -0.20 -0.01 0.00
H -0.05 0.07 -0.30
Br 0.12 -0.01 0.03
C -0.32 -0.07 -0.06
C 0.04 0.20 0.20
Br -0.10 -0.05 -0.14
H -0.04 0.13 -0.27
H 0.16 0.12 0.02
H 0.13 -0.14 -0.12
H 0.09 -0.15 0.19
Br -0.02 -0.09 -0.05
C 0.10 0.03 0.21
C 0.18 -0.15 -0.11
Br -0.11 0.57 0.44
H 0.16 0.29 -0.09
H -0.11 0.00 -0.21
H -0.17 -0.02 0.15
H -0.13 -0.28 0.06
Br 0.09 0.13 0.00
C -0.03 -0.20 -0.17
C 0.19 0.10 0.07
Br -0.04 -0.10 -0.02
H -0.05 -0.23 0.20
H -0.04 0.10 0.18
H -0.19 0.03 -0.07
H 0.04 0.24 -0.19
Br -0.19 0.11 -0.01
C -0.14 -0.16 -0.11
C -0.01 0.16 0.19
Br -0.14 0.00 -0.09
H -0.04 0.16 -0.22
H 0.13 0.15 0.03
H 0.13 -0.11 -0.11
H 0.08 -0.20 0.22

=====

Here is a single C6H10O molecule from the OMol25 dataset. Energies are from ωB97M-V/def2-TZVPD.

Calculated values
Orbital gap ... 0.3791 Ha
Largest force on an atom ... 0.5 eV/Å
Structure (SMILES) ... CC/C=C\CC=O
LUMO energy ... 0.0364 Eh

Last column: Mulliken charge in e.
Element x y z (Å)
1 C -1.00980 2.16748 -0.07970  -1.1207
2 C -0.60796 0.92613 0.72540  -0.3487
3 C 0.82392 0.57218 0.43035  -0.2379
4 O -0.91609 -2.51831 0.79266  -0.4755
5 C 0.13547 -2.45719 0.20059  0.1100
6 C 0.39358 -1.50354 -0.94220  -0.6957
7 C 1.26459 -0.41397 -0.35530  -0.4063
8 H -0.93828 1.96388 -1.15345  0.2988
9 H -0.34934 3.01323 0.14486  0.3186
10 H -2.03590 2.46957 0.15160  0.3311
11 H -1.28125 0.09348 0.50000  0.2579
12 H -0.72362 1.14467 1.79452  0.2864
13 H 1.56776 1.24706 0.85018  0.3581
14 H 1.01270 -3.05610 0.52626  0.3351
15 H 0.90363 -2.01405 -1.76629  0.3531
16 H -0.57518 -1.13301 -1.29131  0.2593
17 H 2.33576 -0.50151 -0.52817  0.3764

Cartesian forces, eV/Å:
C -0.05 0.07 -0.03
C 0.02 -0.06 0.02
C 0.06 -0.14 -0.21
O 0.44 -0.12 -0.25
C -0.34 -0.02 0.18
C -0.21 0.05 0.00
C 0.08 0.22 0.20
H -0.03 0.06 0.14
H -0.09 -0.13 -0.04
H 0.12 -0.03 -0.05
H 0.13 0.10 0.04
H 0.06 -0.09 -0.13
H -0.04 0.00 -0.10
H -0.13 0.01 0.00
H -0.04 0.07 0.15
H 0.18 0.00 0.01
H -0.15 0.00 0.07

=====

| no. | electronic energy (Eh) |
| --- | --- |
| 1 | -1292.08432 |
| 2 | -365.41721 |
| 3 | -28776.71268 |
| 4 | -309.82192 |